ORCA calculation (the ωB97M-V functional and the def2-TZVPD basis) on a cluster of 2 separate species, C4H11NO2S in total in a non-equilibrium geometry.

The geometry in ORCA input format:
```
! RIJCOSX wB97M-V def2-TZVPD def2/J DEFGRID3
* xyz -2 1
C 0.206 0.868 -0.934
C -0.505 -0.052 0.081
C -0.004 -1.502 -0.001
S 1.740 -1.875 0.571
N -1.945 0.005 -0.135
C -2.775 1.143 0.239
O -2.843 2.115 -0.726
H 0.249 1.939 -0.737
H -0.081 0.779 -1.983
H 1.290 0.631 -0.863
H -0.267 0.395 1.049
H -0.694 -2.085 0.611
H -0.182 -1.768 -1.054
H -2.182 -0.107 -1.115
H -3.808 0.858 0.569
H -2.354 1.678 1.196
H 2.746 1.364 0.596
H 3.221 -0.043 0.348
O 3.551 0.888 0.371
*
```

The calculation puts the strongest force on any atom at 3.5 eV/Å. As for the energy above the lowest of the compared OMol25 structures with the same formula, charge and spin: 83.2 kJ/mol. The calculation puts the LUMO energy at 0.2235 Ha. As for the gap between HOMO and LUMO: 5.674 eV.

Mulliken atomic charge list, values in e, 8 entries: atom 1 (C): -1.2662, atom 2 (C): 0.4078, atom 3 (C): -0.9506, atom 4 (S): -0.7172, atom 5 (N): -0.3159, atom 6 (C): -0.3623, atom 7 (O): -0.9349, atom 8 (H): 0.3290